(1)
Below is C24H47BFN2O9P in the gas phase, with properties calculated with ωB97M-V/def2-TZVPD.

```
85
Properties=species:S:1:pos:R:3:lowdin_charge:R:1
C -4.27681 3.09264 -0.24166 -0.09
C -3.02484 3.24196 -1.14192 -0.25
C -3.17065 2.39520 -2.40178 -0.22
C -1.91950 2.28055 -3.28744 -0.20
C -1.08258 3.57157 -3.41786 -0.19
C 0.03841 3.70635 -2.37072 -0.21
C 1.43972 3.36297 -2.87884 -0.20
C 1.78193 1.85844 -2.83987 -0.17
C 2.15836 1.48098 -1.39264 -0.13
C 1.97829 0.00161 -1.08526 -0.26
N 0.59346 -0.41732 -1.05855 0.08
C 0.45623 -1.86150 -1.13369 -0.41
C -0.97957 -2.27333 -0.68687 -0.08
C -1.89009 -1.13490 -0.24827 -0.17
F -3.19052 -1.67423 -0.15656 -0.07
C 0.69850 -2.48894 -2.52651 -0.02
B -0.15418 -1.90965 -3.71701 -0.62
O 0.09409 -2.39265 -5.00340 0.14
O -1.11379 -0.94074 -3.54099 0.16
C 1.52352 -2.50549 -0.19943 -0.05
N 2.04277 -1.60581 0.87993 -0.14
C 0.91197 -1.28407 1.84017 -0.11
C 1.28567 -1.01967 3.29532 -0.14
C 0.30988 0.03231 3.88520 -0.12
C -0.31205 -0.36727 5.23050 -0.14
O -1.71403 -0.67889 5.09823 -0.03
C -2.51994 0.40144 4.94856 -0.56
C -3.39313 0.35365 3.73253 0.02
O -2.53399 1.30274 5.72543 0.13
C 3.19040 -2.29153 1.53803 -0.12
P 2.81915 -3.89469 2.30497 0.44
O 1.40709 -4.24913 2.52059 -0.26
O 3.58596 -4.90083 1.34062 -0.11
O 3.63659 -3.86634 3.66891 -0.10
C 2.63330 -0.34371 0.26603 -0.10
C 2.61245 0.79079 1.33761 -0.72
O 3.70313 0.90609 1.91773 0.00
O 1.55716 1.38179 1.52229 0.02
H -5.10245 2.70393 -0.83673 0.07
H -4.60215 4.05687 0.14230 0.07
H -4.07904 2.41969 0.58767 0.06
H -2.92280 4.28892 -1.41968 0.10
H -2.16411 2.91854 -0.56112 0.10
H -3.41915 1.38157 -2.06568 0.10
H -4.03320 2.72738 -2.98167 0.11
H -1.28108 1.51868 -2.84713 0.07
H -2.21372 1.97629 -4.29060 0.11
H -0.59921 3.53421 -4.39518 0.10
H -1.73558 4.44191 -3.39767 0.10
H -0.18701 3.13648 -1.46946 0.09
H 0.06756 4.74906 -2.04659 0.11
H 2.14063 3.83978 -2.18854 0.11
H 1.61840 3.79567 -3.86206 0.11
H 0.92040 1.27809 -3.17672 0.09
H 2.61679 1.68475 -3.51797 0.11
H 3.21508 1.71655 -1.26912 0.14
H 1.54010 2.07371 -0.72777 0.11
H 2.55346 -0.53001 -1.86247 0.15
H 0.02023 0.06162 -1.73836 0.09
H -0.96253 -2.98315 0.14080 0.12
H -1.52511 -2.77323 -1.48705 0.12
H -1.65662 -0.75570 0.74170 0.11
H -1.95262 -0.33931 -0.98504 0.10
H 0.47707 -3.56033 -2.47818 0.13
H 1.75227 -2.42111 -2.80988 0.11
H -0.27738 -3.27697 -5.09863 0.10
H -2.01228 -1.20605 -3.75877 0.13
H 1.09560 -3.40976 0.21889 0.12
H 2.38974 -2.77734 -0.80018 0.14
H 0.24726 -2.14598 1.81042 0.12
H 0.36990 -0.45318 1.41347 0.10
H 1.14691 -1.93961 3.85811 0.10
H 2.28604 -0.61222 3.40485 0.11
H -0.50079 0.23977 3.19058 0.11
H 0.84660 0.96695 4.01812 0.12
H -0.22220 0.45692 5.93625 0.12
H 0.16493 -1.24552 5.65492 0.12
H -4.41692 0.60970 3.98584 0.09
H -3.00462 1.06610 3.00626 0.09
H -3.37647 -0.63597 3.28260 0.08
H 3.95851 -2.47405 0.78915 0.12
H 3.65318 -1.63573 2.27227 0.12
H 3.23586 -5.79214 1.48555 0.10
H 3.06329 -4.22831 4.36021 0.10
H 3.68493 -0.50790 0.04895 0.15
```

Its LUMO energy is -0.2096 eV. The value obtained for the frontier orbital gap is 8.3 eV. The calculation puts the molar mass at 568.43 g/mol. The value obtained for the HOMO energy is -8.49 eV. Its total energy is -59744.9169 eV. As for the structure (SMILES): CCCCCCCCC[C@@H]1N[C@@](CCF)(CB(O)O)C[N@@+](CCCCOC(C)=O)(CP(=O)(O)O)[C@@H]1C(=O)[O-].

=====

(2)
Below is 3 unconnected molecules or ions with the total composition C24H47BN2O10PS2, with properties calculated with ωB97M-V/def2-TZVPD.

```
87
Properties=species:S:1:pos:R:3:lowdin_charge:R:1
C 3.76147 -4.00354 3.34661 -0.18
C 3.29321 -3.30377 2.01096 -0.56
S 4.59826 -2.22889 1.27207 0.83
C 4.16176 -1.91882 -0.50875 -0.38
C 2.95441 -0.91115 -0.71133 -0.26
O 3.00389 -0.11569 0.51035 -0.16
B 1.76639 0.66018 0.36621 -0.83
P 1.16828 1.57101 1.98081 0.39
O -0.24943 0.91294 2.60323 -0.26
O 0.90798 3.21024 1.59670 -0.30
S 2.60961 1.51692 3.30675 0.23
O 0.79287 -0.22563 -0.34161 0.00
C 1.45478 -1.43959 -0.55751 -0.30
O 1.00933 -2.29232 -1.63740 0.07
C -0.36589 -2.32934 -1.76280 -0.39
O -0.81984 -2.41200 -2.88521 0.09
C -1.37439 -2.32709 -0.59085 -0.09
C -2.75778 -1.92318 -0.91711 -0.01
C -3.77392 -1.84851 0.12887 -0.08
C -3.47708 -2.16856 1.53287 -0.08
C -2.12016 -2.59948 1.84777 -0.06
C -1.09101 -2.67200 0.79563 0.00
H 4.55703 -4.78100 3.15991 0.07
H 4.08639 -3.26444 4.12685 0.07
H 2.87128 -4.58625 3.72664 0.07
H 2.99761 -4.04567 1.21493 0.08
H 2.43457 -2.62219 2.28742 0.07
H 4.05548 -2.87526 -1.08649 0.08
H 5.07703 -1.40261 -0.92088 0.08
H 3.01780 -0.11813 -1.50482 0.16
H 1.88316 1.59239 -0.40852 0.09
H -1.01829 1.42518 2.27830 0.07
H 1.57200 3.37515 0.89634 0.05
H 1.55348 -2.16508 0.30557 0.12
H -3.01825 -1.65830 -1.96970 0.11
H -4.80081 -1.50840 -0.14566 0.09
H -4.26080 -2.07632 2.31963 0.09
H -1.83673 -2.84652 2.89488 0.10
H -0.05984 -2.98873 1.06759 0.10
C 0.70324 8.47966 6.20197 -0.12
O 1.72865 7.57932 6.57905 -0.19
C 1.56030 7.05319 7.89413 -0.22
C 1.25358 5.56178 7.83685 -0.22
N -0.08341 5.31860 7.30219 -0.06
C -0.35034 3.90957 7.00276 -0.20
C 0.47750 3.25404 5.89162 -0.24
O 0.21286 3.77149 4.59922 -0.21
C 0.96906 4.92055 4.26006 -0.11
H 0.98049 8.92326 5.24467 0.09
H -0.25134 7.96002 6.07765 0.08
H 0.59754 9.28388 6.93784 0.08
H 0.79683 7.59710 8.45985 0.12
H 2.51500 7.19104 8.41162 0.12
H 1.31947 5.14294 8.84635 0.12
H 2.02189 5.08870 7.21566 0.11
H -0.19991 5.85287 6.44964 0.07
H -1.40382 3.84585 6.71464 0.11
H -0.24063 3.32492 7.92277 0.11
H 0.18601 2.19981 5.85184 0.12
H 1.55163 3.25816 6.10445 0.10
H 1.95685 4.92238 4.72691 0.09
H 0.41839 5.82976 4.52364 0.07
H 1.09890 4.92325 3.17865 0.07
C -2.17921 -0.40235 -7.91330 -0.13
O -1.16312 -1.31565 -7.54412 -0.20
C -1.31944 -1.82538 -6.21549 -0.20
C -1.65146 -3.30987 -6.25428 -0.20
N -3.00291 -3.53610 -6.76790 -0.05
C -3.29632 -4.93988 -7.04979 -0.20
C -2.49481 -5.61715 -8.16674 -0.23
O -2.76794 -5.10613 -9.46476 -0.18
C -1.99818 -3.97082 -9.82831 -0.10
H -1.91136 0.02669 -8.88049 0.08
H -3.14538 -0.90688 -8.01525 0.08
H -2.25846 0.41094 -7.18505 0.09
H -2.06328 -1.26371 -5.64319 0.12
H -0.35645 -1.69966 -5.71490 0.12
H -1.57628 -3.71961 -5.24328 0.12
H -0.90065 -3.80127 -6.88396 0.10
H -3.12370 -3.00704 -7.62315 0.06
H -4.35486 -4.98986 -7.32238 0.11
H -3.18235 -5.51838 -6.12717 0.12
H -2.80359 -6.66738 -8.19349 0.12
H -1.41761 -5.62660 -7.96817 0.11
H -1.00426 -3.97840 -9.37533 0.09
H -2.52841 -3.05215 -9.56771 0.07
H -1.88258 -3.98106 -10.91401 0.08
```

Its LUMO energy is 2.4034 eV. The value obtained for the frontier orbital gap is 7.0 eV. As for the charge: -1. The calculation puts the molar mass at 629.56 g/mol. The value obtained for the HOMO energy is -4.64 eV. Its total energy is -80741.6376 eV.